C3H6N4S | wB97M-V/def2-TZVPD

Its total charge is 0. Its multiplicity is 1. The calculation puts the HOMO-LUMO gap at 7.87 eV. The LUMO energy is 0.2 eV. As for the total energy: -735.08487 Ha. The SMILES is Cn1[nH]c(N)nc1=S.

Structure (XYZ):
```
14
Properties=species:S:1:pos:R:3:forces:R:3:mulliken_charge:R:1
C -0.47080 2.06167 0.10068 -4.139 -1.608 1.724 -0.853
H 1.65239 0.36241 0.10033 -0.597 0.220 0.028 0.290
C -1.37779 -0.24683 -0.17502 -0.623 -0.402 -0.102 0.287
S -2.95627 0.11999 -0.08680 -1.502 0.439 0.041 -0.478
N -0.86022 -1.52495 -0.19279 1.537 0.427 0.314 -0.539
H -1.59750 2.25656 -0.03277 1.774 0.351 -0.591 0.258
H 0.24529 2.66196 -0.32572 1.324 1.249 -1.512 0.302
N -0.39073 0.66222 -0.17266 0.271 0.778 -0.879 0.230
H 1.31543 -3.11853 -0.44014 0.425 1.511 1.263 0.288
H 2.26947 -1.80335 0.34655 0.186 -0.828 -0.408 0.202
H -0.43188 2.11716 1.16815 0.528 0.573 1.043 0.391
C 0.43204 -1.31892 -0.11137 -0.827 0.351 -0.768 0.404
N 1.37968 -2.23650 0.13745 0.452 -1.545 -0.895 -0.388
N 0.79089 0.00712 -0.31590 1.189 -1.513 0.740 -0.395
```
Positions in Å, forces in eV/Å.